1.
{
  "formula": "C5H7N3S",
  "method": "ωB97M-V/def2-TZVPD",
  "symbols": ["N", "C", "H", "C", "H", "H", "C", "N", "N", "C", "C", "H", "H", "H", "S", "H"],
  "positions_angstrom": [[0.181, -0.101, -0.032], [-0.039, -1.200, 0.550], [-2.732, -2.669, -0.679], [2.208, 1.112, -0.635], [0.533, -1.564, 1.418], [2.784, 1.991, -0.354], [-2.118, -1.858, -0.305], [-2.764, -0.667, -0.273], [-0.947, -2.113, 0.095], [-2.577, 0.507, -0.060], [1.181, 0.800, 0.447], [2.888, 0.273, -0.769], [1.685, 0.423, 1.352], [0.643, 1.721, 0.704], [-2.622, 2.041, 0.116], [1.697, 1.304, -1.576]],
  "lowdin_charge": [0.031, -0.249, 0.116, -0.095, 0.128, 0.067, -0.205, 0.092, 0.089, -0.779, -0.308, 0.069, 0.108, 0.099, 0.767, 0.070],
  "e_homo_ev": -9.36,
  "gap_ha": 0.3377,
  "energy_ha": -757.13667,
  "de_lowest_ev": 0.239
}

=====

2.
{
  "formula": "C36H100F3N14O14S",
  "method": "ωB97M-V/def2-TZVPD",
  "symbols": ["C", "H", "C", "H", "H", "H", "H", "H", "C", "C", "H", "O", "H", "C", "C", "H", "H", "H", "F", "H", "H", "H", "H", "H", "H", "H", "H", "H", "H", "H", "C", "H", "H", "H", "H", "C", "H", "H", "H", "O", "H", "H", "H", "H", "H", "H", "H", "N", "H", "H", "O", "O", "C", "H", "H", "O", "N", "H", "O", "H", "C", "H", "H", "H", "H", "H", "H", "H", "N", "H", "C", "N", "H", "C", "O", "C", "H", "H", "H", "O", "H", "O", "C", "N", "H", "N", "C", "C", "H", "H", "N", "N", "H", "C", "S", "N", "C", "C", "H", "C", "H", "H", "C", "C", "C", "C", "H", "H", "H", "H", "H", "O", "O", "F", "H", "H", "H", "H", "N", "C", "C", "N", "H", "C", "N", "H", "H", "O", "C", "H", "C", "H", "H", "N", "O", "C", "H", "H", "C", "H", "H", "H", "C", "H", "F", "C", "H", "N", "H", "H", "H", "H", "C", "O", "H", "H", "H", "H", "H", "C", "H", "C", "H", "H", "H", "H", "H", "H"],
  "positions_angstrom": [[-6.172, -0.086, 1.464], [-3.301, 1.240, 5.007], [2.367, -1.206, -7.997], [1.448, 4.258, -0.571], [1.912, 0.530, -2.595], [2.325, -4.824, 1.757], [-6.624, -1.748, 0.098], [-7.616, -0.266, -0.054], [6.152, 0.098, -3.863], [6.195, 0.761, -2.488], [3.144, 2.154, -1.780], [-3.683, -0.317, -1.489], [4.399, -0.141, -1.638], [4.241, -6.545, 1.847], [3.149, 5.367, -1.060], [2.919, -3.113, 3.269], [-4.183, 1.520, 7.878], [2.220, 3.463, -3.170], [0.897, 0.341, -0.087], [0.264, -2.148, -5.645], [-1.564, -3.142, 2.426], [-2.617, 4.505, 4.619], [-2.889, 4.185, -2.352], [4.562, -2.461, 3.552], [4.445, 6.742, 1.616], [-2.894, -1.189, 0.241], [2.752, -7.265, -0.812], [7.997, 0.276, -1.631], [1.866, -2.462, 6.502], [2.094, 0.626, -6.113], [0.682, -0.192, 1.128], [-3.501, 3.099, -1.154], [1.734, -0.394, -8.357], [-4.063, 5.387, -0.304], [-3.518, 0.745, 2.914], [-6.288, 0.902, -2.255], [2.233, -2.103, -8.597], [-2.421, 1.183, 6.502], [3.402, -0.867, -8.094], [-4.665, 1.799, 1.514], [6.473, 0.799, -4.636], [2.832, 1.341, -3.929], [-1.307, 2.416, -2.960], [-5.133, 0.818, -0.203], [-2.702, 1.810, 1.828], [-5.350, -0.723, 1.814], [0.702, -1.328, -3.372], [-2.824, 4.502, 1.047], [-5.313, -1.412, -0.974], [-7.470, -1.228, -2.583], [2.448, -2.123, 0.546], [1.831, -0.408, -4.388], [-5.666, -0.342, -2.898], [2.278, 2.201, -0.291], [-0.629, -4.974, -2.469], [4.302, -2.035, 5.893], [3.671, -6.976, -0.499], [5.919, -3.246, -0.989], [-3.829, 2.752, 6.271], [-0.365, -3.747, -1.216], [-2.730, 3.870, -1.304], [7.489, 1.734, -1.315], [-7.894, -1.359, 1.316], [-0.813, -0.478, 4.509], [5.174, -7.078, 1.621], [0.164, -1.917, -1.747], [5.789, -6.542, 4.058], [-1.574, 4.061, 3.286], [-2.348, -2.859, 2.989], [1.144, 1.507, -3.949], [3.650, -5.991, 0.571], [1.755, 4.200, -2.652], [1.444, -2.887, 4.855], [-4.803, -1.075, -1.889], [6.171, -1.188, -1.080], [-0.252, -3.154, -3.216], [1.948, -4.699, -0.007], [4.318, -5.173, 0.269], [5.392, 0.596, -0.500], [4.495, -5.518, 2.757], [3.524, -0.175, -5.466], [1.096, -2.407, 2.488], [-5.630, 1.113, 0.734], [0.170, -1.934, -2.754], [-2.620, 6.919, -1.167], [7.594, 1.088, -2.097], [-3.039, 5.023, -0.365], [2.925, 2.804, -0.929], [-6.697, 0.589, -1.282], [4.105, -6.638, -1.347], [-0.432, -4.034, -2.184], [-6.803, -1.166, -3.340], [3.843, 2.992, -0.366], [-2.842, 1.887, 5.775], [1.121, -1.996, 1.086], [-0.885, 1.628, 4.394], [-2.106, 6.233, -0.474], [5.358, -2.320, -0.894], [4.463, -2.353, -1.528], [-1.032, 2.335, -1.904], [5.763, 1.759, -2.619], [5.005, 6.766, -0.079], [2.302, -5.340, 0.792], [-4.736, 2.094, 7.126], [2.012, -1.460, -6.533], [4.855, -5.966, 4.033], [-1.721, -0.680, -1.018], [4.023, -6.509, 4.491], [-3.492, 3.797, 1.345], [3.550, -7.297, 2.263], [-7.171, 1.233, -2.801], [3.437, 5.520, 0.319], [-3.173, -1.373, 4.506], [-0.555, 0.014, 1.547], [-6.835, -0.274, 3.400], [2.582, 6.249, -1.379], [-1.930, 4.034, 0.911], [-4.470, -1.972, -2.441], [3.600, -2.598, 3.797], [-1.726, 2.628, 5.081], [-7.138, -0.961, 0.645], [-0.945, -1.325, 3.972], [-5.036, -0.087, -3.752], [3.397, -2.355, 5.134], [-6.880, 0.420, 2.659], [0.257, -2.216, -7.221], [4.895, -2.299, 0.103], [0.076, -2.705, 0.349], [2.280, 4.154, -1.276], [-3.139, 3.294, 3.599], [-2.708, -1.098, -0.835], [-0.090, 2.111, 3.987], [-5.432, 1.500, 6.531], [0.561, -1.610, -6.464], [-1.440, 3.404, -1.073], [-2.212, -1.790, 3.855], [-1.959, 6.787, 0.446], [-1.457, 1.349, 3.598], [1.921, 0.791, -3.650], [-0.148, -1.826, 3.594], [-5.270, 2.841, 7.716], [-1.112, 3.183, 5.797], [5.470, -0.017, -1.416], [-2.704, -2.100, -1.278], [1.522, 0.425, 1.961], [2.458, -0.314, -5.669], [-6.422, -2.044, -3.670], [2.089, -2.513, 5.529], [1.524, -6.077, 1.048], [0.028, 2.217, -1.705], [-1.557, 1.425, -1.571], [0.773, 3.966, -2.714], [4.128, 6.720, 0.576], [-0.365, -3.470, -4.401], [-5.590, 1.700, -2.011], [2.527, -2.373, -6.195], [3.449, 7.569, 0.430], [5.127, -0.248, -4.001], [-1.164, 6.073, -1.001], [-3.514, 1.075, 1.869], [-3.200, 0.236, 1.241], [-2.211, 3.650, 4.062], [4.106, 5.313, -1.600], [6.857, -0.725, -4.000], [5.083, -5.068, 4.610], [-3.300, -3.059, 2.746], [-6.339, 1.186, 3.056], [-6.418, 1.821, 0.476]],
  "lowdin_charge": [-0.418, 0.106, -0.073, 0.136, 0.077, 0.062, 0.057, 0.066, -0.057, -0.427, 0.040, -0.190, 0.114, -0.235, -0.224, 0.051, 0.087, 0.042, 0.102, 0.026, 0.071, 0.081, 0.130, 0.105, 0.085, 0.069, 0.064, 0.064, 0.096, 0.133, -0.650, 0.120, 0.079, 0.133, 0.072, -0.063, 0.073, 0.131, 0.075, -0.184, 0.075, 0.081, 0.101, 0.082, 0.068, 0.129, 0.062, 0.037, 0.098, 0.065, -0.284, -0.236, -0.401, 0.059, 0.098, -0.005, 0.041, 0.082, -0.178, 0.046, -0.229, 0.064, 0.076, 0.067, 0.123, 0.049, 0.087, 0.065, 0.160, 0.092, -0.433, 0.063, 0.066, -0.221, -0.170, -0.641, 0.062, 0.135, 0.127, -0.199, 0.110, -0.355, -0.209, 0.189, 0.070, 0.034, -0.365, -0.033, 0.025, 0.065, 0.157, 0.043, 0.082, -0.227, 0.502, 0.046, -0.067, -0.111, 0.086, -0.084, 0.127, 0.085, -0.057, -0.106, -0.444, -0.113, 0.061, 0.091, 0.038, 0.129, 0.085, -0.196, -0.017, 0.143, 0.074, 0.121, 0.055, 0.127, 0.166, -0.406, -0.049, 0.163, 0.143, -0.676, 0.046, 0.072, 0.072, -0.335, -0.401, 0.064, -0.102, 0.083, 0.089, 0.051, -0.191, -0.673, 0.070, 0.037, -0.114, 0.032, 0.083, 0.138, -0.229, 0.088, 0.140, -0.185, 0.069, 0.159, 0.089, 0.060, 0.079, 0.043, -0.118, -0.007, 0.076, 0.143, 0.087, 0.055, 0.067, -0.107, 0.061, -0.071, 0.129, 0.079, 0.081, 0.088, 0.066, 0.140],
  "e_homo_ev": -7.26,
  "total_charge": -1,
  "gap_ha": 0.3504,
  "energy_ha": -3949.43534,
  "de_lowest_ev": 0.000
}

=====

3.
{
  "formula": "C6H12N3O",
  "method": "ωB97M-V/def2-TZVPD",
  "symbols": ["C", "O", "N", "H", "N", "H", "C", "H", "H", "H", "H", "H", "H", "C", "H", "C", "H", "H", "C", "C", "H", "N"],
  "positions_angstrom": [[1.372, 0.441, -0.678], [-1.869, 2.561, 0.257], [-1.127, 0.257, -0.229], [-2.534, 0.447, -1.936], [-0.026, -0.085, -1.006], [-2.190, 0.061, 1.669], [1.386, 1.775, -0.258], [-1.355, -1.507, 1.134], [2.936, -1.175, -0.254], [0.118, -1.042, -1.322], [2.906, 0.217, 0.765], [1.560, -0.854, 0.910], [1.795, 0.617, -1.675], [2.239, -0.400, 0.236], [-2.592, -1.119, -0.858], [-1.258, -0.355, 1.158], [-0.347, -0.013, 1.908], [2.573, 3.525, 0.123], [-2.464, 0.012, -0.830], [-0.893, 1.919, 0.097], [-3.222, 0.479, -0.140], [1.831, 2.808, 0.106]],
  "lowdin_charge": [-0.309, 0.110, -0.378, 0.151, 0.043, 0.112, -0.094, 0.124, 0.136, 0.153, 0.070, 0.058, 0.178, -0.004, 0.114, -0.041, 0.145, 0.164, -0.034, -0.104, 0.106, 0.298],
  "e_homo_ev": -12.53,
  "total_charge": 1,
  "gap_ha": 0.3313,
  "energy_ha": -474.88640,
  "de_lowest_ev": 7.200
}

=====

4.
{
  "formula": "C34H48GeN4P2Ru",
  "method": "ωB97M-V/def2-TZVPD",
  "symbols": ["H", "H", "C", "C", "C", "H", "C", "C", "H", "C", "H", "H", "N", "H", "N", "H", "P", "H", "H", "C", "H", "H", "C", "C", "H", "C", "H", "H", "C", "C", "C", "C", "H", "H", "C", "C", "H", "H", "H", "H", "H", "H", "C", "H", "H", "C", "H", "C", "H", "H", "C", "H", "H", "C", "N", "C", "C", "H", "P", "C", "H", "H", "H", "C", "C", "H", "H", "N", "H", "C", "C", "H", "H", "H", "Ru", "H", "H", "C", "H", "H", "C", "C", "C", "H", "C", "H", "H", "C", "H", "Ge"],
  "positions_angstrom": [[-4.978, -0.405, -2.084], [1.360, -1.279, -3.286], [3.064, -3.214, -0.438], [1.601, 3.949, 1.805], [2.963, 5.641, 2.819], [4.951, 0.044, 0.471], [4.421, -0.862, 0.211], [-1.833, 0.145, 3.232], [-2.632, -2.325, -4.965], [-2.127, 2.666, -0.623], [-2.820, -0.578, -3.218], [-2.333, 2.134, 2.471], [1.189, 1.908, 3.020], [-1.434, 1.606, -3.415], [0.870, 3.521, 0.751], [-2.244, 0.799, 5.228], [-0.613, 1.660, -0.581], [-2.765, 2.435, 0.227], [4.995, -4.103, -0.605], [0.220, 3.588, -2.448], [-5.455, -1.797, -0.077], [2.263, 1.822, -2.947], [4.445, -3.198, -0.384], [-2.960, -1.115, -2.288], [2.264, 2.208, -1.227], [2.577, 3.577, 4.026], [3.759, 5.172, 4.775], [-3.653, 1.291, 3.277], [0.781, -1.151, 2.941], [-4.467, -1.800, -0.519], [-2.538, -1.206, 3.384], [-0.391, 1.312, -3.279], [-0.639, -5.206, -3.870], [1.087, -0.668, 3.868], [-2.149, -2.567, -0.543], [5.128, -2.030, -0.062], [-1.885, -1.976, 3.797], [-1.295, -3.295, 1.281], [1.734, -2.863, -2.585], [2.482, 0.036, 0.392], [-3.374, -1.088, 4.077], [-2.944, -1.553, 2.433], [3.151, 4.810, 3.956], [2.054, 5.842, 0.888], [-0.348, 0.235, -3.119], [-2.798, 1.156, 2.610], [-1.855, 3.721, -0.587], [2.208, 5.227, 1.764], [0.133, 1.533, -4.212], [2.703, 2.929, 4.883], [0.287, 2.088, -2.143], [1.507, -2.690, -4.321], [3.430, 6.617, 2.799], [1.743, 1.643, -2.003], [0.273, -3.118, -0.153], [1.155, -2.345, -3.345], [-1.363, 0.640, 4.603], [-0.733, -0.094, 5.108], [-0.395, -0.077, 2.080], [-1.063, -2.890, 0.302], [-2.678, 2.469, -1.542], [-2.166, -4.853, -3.056], [0.797, 3.775, -3.356], [0.470, 1.527, 1.991], [-1.564, -2.110, -4.929], [1.822, 0.580, -1.778], [-1.089, -2.628, -5.764], [0.973, -1.964, -0.162], [-3.636, -3.107, 0.950], [0.330, 2.328, 0.834], [-1.093, -4.657, -3.043], [2.564, -4.128, -0.735], [-0.801, 3.919, -2.641], [6.209, -2.031, -0.024], [-0.979, -0.679, -0.158], [1.662, -1.306, 2.324], [-3.182, 0.799, 1.650], [1.782, 3.120, 2.949], [-0.818, 1.580, 4.544], [0.640, 4.189, -1.643], [2.346, -2.035, -0.170], [-4.203, -1.030, -1.660], [-1.911, -1.928, -1.821], [0.745, -3.947, 0.195], [-3.461, -2.537, 0.046], [0.323, -2.113, 3.165], [-1.412, -1.040, -5.080], [3.042, -0.860, 0.156], [-0.677, -5.039, -2.112], [-0.745, -2.756, -3.283]],
  "lowdin_spin": [0.008, 0.001, 0.086, -0.001, 0.000, -0.003, -0.011, 0.013, 0.000, 0.020, -0.002, 0.000, 0.002, 0.000, -0.002, 0.001, 0.037, 0.001, -0.002, 0.002, -0.003, 0.000, -0.005, 0.039, 0.000, 0.000, 0.000, 0.000, 0.003, 0.024, 0.004, 0.007, 0.001, 0.001, 0.024, 0.107, 0.000, 0.008, 0.001, 0.003, 0.000, 0.003, 0.000, 0.000, 0.004, 0.008, 0.003, 0.000, 0.000, 0.000, 0.007, 0.000, 0.000, 0.001, 0.229, 0.002, 0.003, 0.000, 0.033, 0.126, 0.000, 0.000, 0.001, 0.005, 0.002, 0.001, 0.000, 0.548, 0.006, -0.005, 0.011, 0.005, 0.000, 0.005, 2.058, 0.001, 0.007, 0.000, 0.000, 0.000, 0.021, 0.190, 0.078, 0.012, 0.169, 0.000, 0.000, 0.087, 0.001, 0.014],
  "multiplicity": 5,
  "e_homo_ev": [-13.21, -14.04],
  "total_charge": 2,
  "gap_ha": [0.2723, 0.2266],
  "energy_ha": -4397.36313,
  "de_lowest_ev": 0.194
}

=====

Number 1: strongest force on any atom 1.27 eV/A. Number 2: strongest force on any atom 3.31 eV/A. Number 3: strongest force on any atom 5.09 eV/A. Number 4: strongest force on any atom 0.43 eV/A.